The following is a quantum chemistry calculation of C16H19N3O4 in the gas phase in a non-equilibrium geometry, from the OMol25 dataset.

ΔE to the lowest compared entry with this formula, charge and spin, eV: 14.075
Energy, Eh: -1085.8989
Highest occupied orbital energy, hartree: -0.2671
SMILES: CCOc1ccc(NC(=O)CN2C(=O)[C@H]3CCCN3C2=O)cc1

```
! wB97M-V def2-TZVPD RIJCOSX def2/J DEFGRID3
* xyz 0 1
C -7.5858 -1.1790 -0.0550
C -7.1458 0.2942 -0.2741
O -5.9653 0.6222 -1.0482
C -4.8490 0.2788 -0.4862
C -4.6433 -0.2099 0.7150
C -3.4270 -0.2922 1.3689
C -2.3773 -0.1695 0.6310
N -1.1048 -0.1375 0.8898
C 0.2201 -0.2944 0.2574
O 0.3980 0.2665 -0.7506
C 1.3632 -0.4159 1.1970
N 2.5387 -0.1846 0.7634
C 3.1619 0.9302 0.4633
O 2.6894 2.0702 0.9653
C 4.4092 0.9764 -0.5864
C 5.6329 1.0609 0.1490
C 6.6276 0.1224 -0.7887
C 5.5908 -0.9730 -0.9793
N 4.2434 -0.5096 -0.6517
C 3.3018 -1.1749 -0.0809
O 3.0529 -2.2540 0.3337
C -2.5416 0.3225 -0.9872
C -3.8642 0.4993 -1.4082
H -6.9683 -1.5831 0.4885
H -8.4930 -1.3731 0.5588
H -7.8777 -1.5481 -0.8887
H -8.0857 0.8323 -0.5712
H -7.2458 0.8213 0.7331
H -5.4512 -0.1588 1.3958
H -3.1644 -0.2685 2.3900
H -1.0204 -0.5486 1.9755
H 1.3957 -1.4127 1.6426
H 1.2922 0.1243 2.1792
H 4.1221 1.4097 -1.5755
H 6.0821 2.0850 -0.0071
H 5.7426 0.9490 1.0473
H 7.4567 -0.3924 -0.2564
H 6.8719 0.7154 -1.7578
H 5.5986 -1.3932 -1.8928
H 5.7827 -1.7614 -0.6097
H -1.7478 0.6319 -1.5172
H -3.9642 0.6972 -2.3485
*
```